## 1
This record from OMol25 describes a molecular structure, C5H8OS. The level of theory is ωB97M-V/def2-TZVPD.

```
15
Properties=species:S:1:pos:R:3
C -1.350 1.132 -0.409
C 0.058 0.775 -0.568
C 0.264 -0.472 -1.390
C 0.004 -0.391 1.497
C 0.794 0.573 0.579
H -1.612 2.003 -1.037
H -1.780 1.544 0.755
H -1.869 0.181 -0.816
H 1.224 -0.796 -1.764
H -0.479 -0.556 -2.098
H 0.540 -0.999 2.384
H -0.920 -0.061 1.878
H 1.539 -0.200 0.420
O 1.055 1.819 -0.001
S -0.232 -1.586 0.127
```

Summary:
- gap between HOMO and LUMO (eV) = 9.856
- net charge = 0

***

## 2
This record from OMol25 describes a molecular structure, C5H8OS. The level of theory is ωB97M-V/def2-TZVPD.

```
15
Properties=species:S:1:pos:R:3
C -1.919 0.267 0.320
C -0.584 1.088 -0.424
C 0.294 0.085 -1.191
C 1.278 -0.801 -0.616
C 2.122 -0.769 0.579
H -2.639 0.242 -0.608
H -2.419 0.875 1.227
H -1.430 -0.918 0.740
H -0.072 1.495 0.457
H -1.055 1.972 -0.961
H 0.038 0.201 -2.311
H 1.604 -1.554 -1.235
H 0.221 -1.403 1.377
O 3.369 -0.729 0.587
S 1.192 -0.051 2.058
```

Summary:
- gap between HOMO and LUMO (eV) = 8.614
- net charge = 0

***

## 3
This record from OMol25 describes a single C5H8OS molecule. The level of theory is ωB97M-V/def2-TZVPD.

```
15
Properties=species:S:1:pos:R:3
C -1.147 0.863 -2.598
S -0.324 1.747 -1.235
C 0.030 0.413 -0.227
C 0.251 -0.925 -0.204
O 0.649 -1.692 0.918
C 0.937 -1.017 2.250
C 0.436 0.493 1.540
H -0.447 0.155 -3.032
H -1.426 1.617 -3.328
H -2.031 0.356 -2.220
H 0.111 -1.628 -1.016
H 1.994 -1.049 2.451
H 0.258 -1.381 3.000
H -0.490 0.795 2.017
H 1.198 1.252 1.683
```

Summary:
- gap between HOMO and LUMO (eV) = 8.541
- structure (SMILES) = CSC1=COCC1
- net charge = 0

***

## 4
This record from OMol25 describes a single C5H8OS molecule. The level of theory is ωB97M-V/def2-TZVPD.

```
15
Properties=species:S:1:pos:R:3
C 0.222 0.690 -1.854
C 0.590 0.517 -0.423
C 0.634 -0.956 0.282
C -0.077 -1.392 1.251
C -0.820 -0.364 2.133
O -1.037 -0.505 3.313
S -1.846 0.956 1.038
H 0.927 0.254 -2.773
H 0.286 1.764 -2.090
H -0.810 0.330 -2.096
H 0.036 1.196 0.257
H 1.607 0.717 -0.349
H 1.356 -1.628 -0.312
H 0.002 -2.367 1.901
H -1.069 0.787 -0.277
```

Summary:
- gap between HOMO and LUMO (eV) = 9.604
- structure (SMILES) = CC/C=C\C(=O)S
- net charge = 0

***

The winner here is 3, beating the second structure by 25.4 kJ/mol.

***

## 1
This record from OMol25 describes 2 unconnected molecules or ions with the total composition C3H3N3O. The level of theory is ωB97M-V/def2-TZVPD.

```
10
Properties=species:S:1:pos:R:3
N 2.334 -0.602 0.643
C 1.203 -0.803 0.255
C -0.046 -1.085 -0.098
C -1.164 -0.354 0.513
O -1.062 0.450 1.415
H 2.876 0.126 0.181
H -0.225 -1.834 -0.863
H -2.150 -0.589 0.059
N -0.691 2.689 -0.665
N -1.075 2.003 -1.438
```

Summary:
- gap between HOMO and LUMO (eV) = 10.124
- structure (SMILES) = N=C=CC=O.N#N
- net charge = 0

***

## 2
This record from OMol25 describes a single C3H3N3O molecule. The level of theory is ωB97M-V/def2-TZVPD.

```
10
Properties=species:S:1:pos:R:3
O 2.294 -0.182 -0.967
C 1.110 -0.051 -0.747
C 0.534 1.190 -0.173
N -0.398 1.144 0.714
N -0.991 -0.074 0.870
C -0.817 -1.036 -0.085
N 0.135 -1.034 -0.953
H 1.016 2.145 -0.350
H -1.295 -0.297 1.804
H -1.588 -1.805 -0.115
```

Summary:
- gap between HOMO and LUMO (eV) = 10.110
- structure (SMILES) = O=c1cn[nH]cn1
- net charge = 0

***

The winner here is 1, beating the second structure by 54.2 kJ/mol.

***

## 1
This record from OMol25 describes a single C3H3N3O molecule. The level of theory is ωB97M-V/def2-TZVPD.

```
10
Properties=species:S:1:pos:R:3
O 2.075 -0.342 0.198
C 0.765 -0.138 0.052
C 0.323 1.192 -0.112
N -0.956 1.480 -0.117
N -1.842 0.484 -0.041
C -1.378 -0.750 -0.018
N -0.090 -1.138 0.061
H 2.233 -1.292 0.313
H 1.023 2.009 -0.242
H -2.155 -1.504 -0.093
```

Summary:
- gap between HOMO and LUMO (eV) = 9.935
- structure (SMILES) = Oc1cnncn1
- net charge = 0

***

## 2
This record from OMol25 describes a single C3H3N3O molecule. The level of theory is ωB97M-V/def2-TZVPD.

```
10
Properties=species:S:1:pos:R:3
O 1.731 -0.508 0.563
C 0.924 -0.037 -0.410
C 0.411 1.298 -0.257
N -0.693 1.192 0.436
N -1.349 0.063 0.652
C -1.101 -0.874 -0.282
N 0.077 -0.919 -0.876
H 1.008 -0.834 1.158
H 0.829 2.264 -0.512
H -1.835 -1.645 -0.473
```

Summary:
- gap between HOMO and LUMO (spin up / spin down) (eV) = 8.974 / 8.973
- structure (SMILES) = Oc1cnncn1
- net charge = 0

***

## 3
This record from OMol25 describes 2 unconnected molecules or ions with the total composition C3H3N3O. The level of theory is ωB97M-V/def2-TZVPD.

```
10
Properties=species:S:1:pos:R:3
N -1.106 2.393 -0.801
C -0.487 1.400 -0.476
C 0.240 0.405 0.006
C -0.317 -0.468 1.056
O -1.498 -0.652 1.251
H -1.736 2.323 -1.597
H 1.247 0.253 -0.369
H 0.442 -0.953 1.700
N 1.903 -2.046 -0.736
N 1.312 -2.656 -0.033
```

Summary:
- gap between HOMO and LUMO (eV) = 10.188
- structure (SMILES) = N=C=CC=O.N#N
- net charge = 0

***

## 4
This record from OMol25 describes a single C3H3N3O molecule. The level of theory is ωB97M-V/def2-TZVPD.

```
10
Properties=species:S:1:pos:R:3
O -0.957 1.742 -0.439
C -0.393 0.560 -0.217
C -0.203 -0.416 -1.197
N 0.466 -1.526 -0.927
N 1.062 -1.727 0.268
C 0.779 -0.811 1.220
N -0.020 0.268 0.982
H -0.979 2.219 0.412
H -0.622 -0.278 -2.186
H 0.861 -0.025 2.090
```

Summary:
- gap between HOMO and LUMO (eV) = 9.878
- structure (SMILES) = Oc1cnncn1
- net charge = 0

***

The winner here is 3, beating the second structure by 15.1 kJ/mol.

***

## 1
This record from OMol25 describes a single C4H4O4 molecule. The level of theory is ωB97M-V/def2-TZVPD.

```
12
Properties=species:S:1:pos:R:3
O 2.719 0.120 0.108
C 1.397 -0.094 -0.080
C 0.542 -1.209 -0.077
C -0.763 -0.696 -0.192
O -2.008 -1.437 0.122
C -0.739 0.639 -0.036
O -1.703 1.629 -0.035
O 0.544 1.030 0.044
H 3.145 -0.702 0.133
H 0.812 -2.208 -0.494
H -1.683 -2.271 0.580
H -1.319 2.605 0.173
```

Summary:
- gap between HOMO and LUMO (eV) = 8.156
- structure (SMILES) = Oc1cc(O)c(O)o1
- net charge = 0

***

## 2
This record from OMol25 describes 2 unconnected molecules or ions with the total composition C4H4O4. The level of theory is ωB97M-V/def2-TZVPD.

```
12
Properties=species:S:1:pos:R:3
C 1.688 0.258 -0.008
C -1.597 -0.478 0.312
C 1.282 -0.877 -0.675
C -0.802 0.348 -0.368
O 2.273 1.104 0.577
O -2.830 -0.109 0.395
O 0.941 -2.194 -0.211
O -0.606 1.593 -0.258
H 1.150 -0.815 -1.816
H -1.335 -1.504 0.392
H 1.782 -2.477 0.311
H -1.162 1.976 0.436
```

Summary:
- gap between HOMO and LUMO (eV) = 7.236
- net charge = 0

***

## 3
This record from OMol25 describes a single C4H4O4 molecule. The level of theory is ωB97M-V/def2-TZVPD.

```
12
Properties=species:S:1:pos:R:3
O -2.045 0.000 -0.238
C -0.727 0.302 -0.269
C -0.040 1.537 0.110
O 1.277 1.233 -0.093
C 1.431 -0.089 -0.181
O 2.656 -0.620 0.008
C 0.031 -0.655 -0.212
O -0.461 -1.827 0.118
H -2.631 0.888 0.334
H -0.392 2.616 0.475
H 2.309 -1.526 -0.587
H -1.409 -1.858 0.534
```

Summary:
- gap between HOMO and LUMO (eV) = 7.209
- structure (SMILES) = Oc1coc(O)c1O
- net charge = 0

***

## 4
This record from OMol25 describes a molecular structure, C4H4O4. The level of theory is ωB97M-V/def2-TZVPD.

```
12
Properties=species:S:1:pos:R:3
C -1.586 -0.458 -0.180
C -0.673 0.662 -0.389
C 0.511 0.878 0.419
C 1.654 -0.211 0.101
H -0.353 -2.009 -1.115
H 0.450 0.642 1.560
H 0.841 1.886 0.557
H 2.882 -0.157 0.734
O -1.179 -1.760 -0.236
O -2.698 -0.187 0.316
O -1.019 1.704 -0.983
O 1.170 -0.990 -0.784
```

Summary:
- gap between HOMO and LUMO (eV) = 9.926
- net charge = 0

***

The winner here is 1, beating the second structure by 147.3 kJ/mol.

***

## 1
This record from OMol25 describes a molecular structure, C10H11NO3S. The level of theory is ωB97M-V/def2-TZVPD.

```
26
Properties=species:S:1:pos:R:3
C 3.416 0.272 -2.073
C 3.604 -0.285 -0.869
C 2.301 0.981 -2.399
C 2.548 -0.253 0.044
C 1.308 1.121 -1.492
C 1.391 0.458 -0.286
C -1.130 -1.033 0.017
C -2.006 -0.530 0.918
C -3.448 -0.761 0.677
C -1.572 -0.735 2.398
N 0.350 0.638 0.690
O -0.706 -1.541 -0.951
O -1.633 2.154 1.406
O -1.400 1.591 -0.953
S -1.047 1.332 0.410
H 4.203 0.074 -2.875
H 4.527 -0.987 -0.592
H 2.279 1.356 -3.329
H 2.728 -0.807 0.979
H 0.392 1.620 -1.847
H -3.792 -0.906 -0.269
H -3.983 0.250 1.018
H -3.884 -1.602 1.200
H -0.906 0.024 2.774
H -1.136 -1.720 2.376
H -2.403 -0.712 3.028
```

Summary:
- gap between HOMO and LUMO (eV) = 8.162
- net charge = 0

***

## 2
This record from OMol25 describes a single C10H11NO3S molecule. The level of theory is ωB97M-V/def2-TZVPD.

```
26
Properties=species:S:1:pos:R:3
C -1.838 -2.557 -0.177
C -1.562 -1.047 -0.066
C -1.304 -0.350 -1.380
S -1.396 1.550 -0.728
O -1.505 2.450 -1.835
C 0.260 1.847 -0.095
C 1.387 1.785 -0.945
C 2.659 1.839 -0.305
C 2.727 1.964 1.115
C 1.537 2.087 1.881
C 0.346 1.899 1.279
N -2.561 1.806 0.267
C -3.110 0.778 0.979
O -3.946 0.858 1.811
O -2.706 -0.499 0.627
H -2.875 -2.565 0.018
H -1.200 -3.040 0.583
H -1.618 -2.748 -1.208
H -0.732 -0.711 0.500
H -0.355 -0.556 -1.724
H -2.171 -0.596 -1.985
H 1.180 1.559 -2.037
H 3.454 1.739 -0.978
H 3.754 1.940 1.453
H 1.449 2.177 3.018
H -0.611 1.831 1.936
```

Summary:
- gap between HOMO and LUMO (eV) = 9.919
- structure (SMILES) = C[C@H]1C[S@](=O)(c2ccccc2)=NC(=O)O1
- net charge = 0

***

The winner here is 2, beating the second structure by 100.6 kJ/mol.

***

## 1
This record from OMol25 describes a gas-phase ion, C5H10N (charge +1). The level of theory is ωB97M-V/def2-TZVPD.

```
16
Properties=species:S:1:pos:R:3
C -2.529 -0.114 0.053
N -1.101 -0.186 -0.023
C -0.275 0.832 0.044
C 1.219 0.822 0.079
C 2.013 -0.259 -0.740
C 1.880 -0.415 0.697
H -2.840 0.877 -0.218
H -2.786 -0.614 -0.893
H -3.048 -0.483 0.938
H -0.827 -1.171 -0.192
H -0.722 1.787 0.272
H 1.577 1.815 -0.086
H 1.363 -0.731 -1.519
H 2.964 -0.050 -1.135
H 1.302 -1.137 1.273
H 2.833 -0.165 1.212
```

Summary:
- gap between HOMO and LUMO (eV) = 10.360
- structure (SMILES) = C/[NH+]=C/C1CC1
- net charge = +1

***

## 2
This record from OMol25 describes a gas-phase ion, C5H10N (charge +1). The level of theory is ωB97M-V/def2-TZVPD.

```
16
Properties=species:S:1:pos:R:3
C 1.437 0.618 1.236
C 1.248 0.249 -0.259
C -0.406 -0.327 -0.510
N -1.417 0.556 0.224
C -0.790 -0.961 -1.725
C -0.726 -1.746 -0.684
H 2.483 0.427 1.431
H 0.793 0.006 1.805
H 1.330 1.702 1.528
H 1.862 -0.633 -0.540
H 1.347 1.212 -0.858
H -1.190 0.688 1.204
H -2.322 0.100 0.193
H -1.490 1.553 -0.283
H -1.202 -0.873 -2.775
H -0.956 -2.572 0.015
```

Summary:
- gap between HOMO and LUMO (eV) = 10.670
- structure (SMILES) = CCC1([NH3+])C=C1
- net charge = +1

***

The winner here is 1, beating the second structure by 164.5 kJ/mol.